No. 1
A 11-piece molecular cluster, C51H110O39P6 overall in a non-equilibrium geometry. Source: OMol25; level of theory: ωB97M-V with the def2-TZVPD basis set.

```
206
Properties=species:S:1:pos:R:3
C 4.000 -10.113 -0.950
C 2.493 -10.246 -1.349
O 1.758 -9.069 -0.998
P 2.071 -7.589 -1.673
O 3.505 -7.366 -2.052
O 1.037 -7.500 -2.955
C 1.493 -6.548 -3.952
C 0.161 -5.752 -4.279
O 1.520 -6.475 -0.673
C 0.283 -6.569 0.038
C -0.068 -5.156 0.535
H 4.118 -9.386 -0.146
H 4.488 -10.996 -0.535
H 4.443 -9.688 -1.850
H 2.517 -10.420 -2.424
H 2.049 -11.122 -0.876
H 2.348 -5.934 -3.668
H 1.883 -7.149 -4.774
H -0.191 -5.245 -3.380
H 0.330 -5.110 -5.144
H -0.619 -6.426 -4.631
H -0.510 -7.079 -0.510
H 0.451 -7.085 0.984
H -0.965 -5.028 1.140
H 0.681 -4.614 1.112
H -0.287 -4.419 -0.239
C 2.524 2.778 -1.254
C 3.271 2.916 0.048
O 4.480 2.176 0.056
P 4.508 0.694 0.679
O 3.567 0.354 1.792
O 4.531 -0.228 -0.627
C 5.080 0.251 -1.857
C 5.571 -0.848 -2.725
O 6.067 0.511 1.203
C 6.709 -0.787 1.061
C 7.052 -1.416 2.471
H 3.101 3.191 -2.082
H 2.246 1.734 -1.403
H 1.616 3.368 -1.134
H 3.508 3.951 0.291
H 2.650 2.591 0.882
H 4.353 0.758 -2.491
H 5.897 0.955 -1.702
H 4.803 -1.566 -3.011
H 6.077 -0.503 -3.627
H 6.321 -1.466 -2.231
H 6.285 -1.638 0.528
H 7.751 -0.635 0.781
H 7.242 -2.489 2.456
H 8.013 -1.064 2.848
H 6.324 -1.242 3.263
C -1.400 -3.546 -7.493
C -0.092 -3.388 -8.304
O 1.026 -3.461 -7.511
P 1.879 -2.141 -6.929
O 2.058 -1.236 -8.015
O 1.046 -1.722 -5.624
C 1.613 -1.364 -4.375
C 0.750 -0.194 -3.797
O 3.343 -2.651 -6.362
C 4.208 -3.553 -6.946
C 3.919 -4.991 -6.695
H -1.213 -3.999 -6.519
H -1.892 -2.622 -7.188
H -2.174 -4.264 -7.764
H -0.077 -4.311 -8.883
H 0.082 -2.558 -8.988
H 1.426 -2.276 -3.808
H 2.687 -1.185 -4.410
H 1.087 0.723 -4.280
H -0.334 -0.302 -3.761
H 1.102 -0.061 -2.773
H 4.181 -3.350 -8.016
H 5.178 -3.243 -6.558
H 3.547 -5.572 -7.539
H 4.830 -5.505 -6.389
H 3.291 -4.970 -5.804
C -9.678 1.630 5.323
C -8.191 1.098 5.518
O -7.392 1.701 4.478
P -6.621 0.830 3.283
O -7.594 0.148 2.331
O -5.477 -0.129 3.982
C -4.635 0.446 4.987
C -4.793 -0.467 6.110
O -5.606 1.925 2.534
C -4.802 1.749 1.510
C -5.521 2.357 0.236
H -10.414 1.122 5.946
H -9.723 2.700 5.528
H -9.920 1.406 4.284
H -7.694 1.375 6.447
H -8.104 0.016 5.613
H -3.596 0.417 4.658
H -4.883 1.452 5.326
H -4.312 -0.277 7.070
H -5.826 -0.747 6.318
H -4.342 -1.444 5.935
H -3.741 1.984 1.592
H -4.754 0.693 1.243
H -6.415 1.787 -0.017
H -5.696 3.433 0.224
H -4.852 2.202 -0.610
C 1.736 7.185 -3.598
C 1.005 6.029 -4.433
O 0.738 4.985 -3.628
P -0.756 4.192 -3.685
O -0.988 3.037 -2.831
O -1.883 5.370 -3.471
C -1.874 6.214 -2.242
C -1.668 7.754 -2.336
O -0.947 3.977 -5.234
C -2.305 3.741 -5.643
C -2.142 3.365 -7.178
H 1.807 8.024 -4.290
H 1.285 7.282 -2.611
H 2.765 6.868 -3.424
H 0.165 6.317 -5.066
H 1.764 5.687 -5.137
H -2.788 5.883 -1.748
H -1.095 5.713 -1.666
H -2.608 8.271 -2.529
H -1.618 8.059 -1.291
H -0.885 8.154 -2.981
H -2.711 2.859 -5.148
H -2.882 4.597 -5.294
H -3.078 3.587 -7.690
H -1.454 4.166 -7.447
H -1.952 2.359 -7.554
C -3.970 4.544 4.382
C -3.999 4.657 5.934
O -2.688 4.744 6.545
P -1.517 3.678 6.378
O -1.958 2.258 6.419
O -0.776 4.062 4.934
C 0.361 3.180 4.590
C 1.772 3.692 4.864
O -0.367 4.108 7.445
C -0.171 3.487 8.668
C 0.993 4.177 9.306
H -4.977 4.404 3.989
H -3.758 5.398 3.738
H -3.236 3.769 4.163
H -4.567 5.556 6.174
H -4.601 3.901 6.438
H 0.151 2.222 5.067
H 0.105 3.108 3.533
H 1.912 3.611 5.942
H 2.510 3.010 4.442
H 1.819 4.765 4.679
H -1.093 3.606 9.237
H -0.064 2.405 8.592
H 2.031 4.217 8.977
H 0.775 5.239 9.428
H 0.923 3.886 10.354
O -2.797 -2.152 4.040
C -1.620 -2.191 3.968
O -0.668 -1.231 3.782
C 0.483 -1.875 3.335
C 0.469 -3.180 4.143
O -0.962 -3.292 4.133
H 0.513 -2.125 2.274
H 1.410 -1.428 3.695
H 0.762 -3.175 5.193
H 0.788 -4.017 3.522
O -6.809 -2.963 -1.414
C -5.834 -3.001 -0.644
O -4.573 -2.819 -1.082
C -3.676 -2.845 0.001
C -4.566 -3.413 1.088
O -5.851 -3.175 0.662
H -2.816 -3.508 -0.096
H -3.252 -1.920 0.390
H -4.397 -2.828 1.992
H -4.267 -4.460 1.042
O 5.987 -4.855 -1.539
C 5.038 -4.414 -0.874
O 4.944 -4.570 0.426
C 3.769 -4.009 0.896
C 2.953 -3.621 -0.371
O 3.942 -3.860 -1.370
H 3.208 -4.872 1.253
H 3.875 -3.138 1.542
H 2.487 -2.639 -0.296
H 2.150 -4.339 -0.541
O 0.125 -1.619 -0.554
C -0.198 -0.518 -0.036
O -1.060 -0.323 0.922
C -0.783 0.990 1.358
C -0.071 1.683 0.183
O 0.542 0.600 -0.422
H -1.617 1.562 1.765
H -0.160 1.118 2.243
H 0.483 2.569 0.496
H -0.719 2.163 -0.551
O -0.278 4.794 0.525
C 0.471 5.746 0.815
O 1.631 5.995 0.251
C 2.514 6.656 1.101
C 1.465 7.425 1.987
O 0.317 6.603 1.848
H 3.252 6.085 1.664
H 3.069 7.300 0.418
H 1.359 8.453 1.641
H 1.705 7.345 3.047
```

Structure (SMILES): CCOP(=O)(OCC)OCC.CCOP(=O)(OCC)OCC.CCOP(=O)(OCC)OCC.CCOP(=O)(OCC)OCC.CCOP(=O)(OCC)OCC.CCOP(=O)(OCC)OCC.O=C1OCCO1.O=C1OCCO1.O=C1OCCO1.O=C1OCCO1.O=C1OCCO1
HOMO-LUMO gap (eV): 10.04
Maximum force (eV/A): 7.1

Atomic partial charges in e from the Löwdin method, atoms 1 to 5: atom 1 (C): -0.078, atom 2 (C): -0.249, atom 3 (O): -0.201, atom 4 (P): 0.528, atom 5 (O): -0.233


No. 2
A 7-piece molecular cluster, C51H111N5O7 overall in a non-equilibrium geometry. Source: OMol25; level of theory: ωB97M-V with the def2-TZVPD basis set.

```
174
Properties=species:S:1:pos:R:3
C -0.486 8.213 0.996
C 0.195 6.888 1.294
C -0.778 5.672 1.030
C 1.373 6.754 0.210
C 2.536 5.834 0.697
C 3.123 6.170 2.067
C 2.023 6.248 3.135
C 1.847 4.846 3.575
C 2.593 7.033 4.289
N 0.776 6.928 2.665
O -0.178 7.070 3.682
H -1.374 8.310 1.620
H 0.071 9.140 1.135
H -0.890 8.260 -0.015
H -1.414 5.325 1.845
H -1.407 5.987 0.198
H -0.133 4.912 0.589
H 1.035 6.279 -0.711
H 1.848 7.698 -0.057
H 2.245 4.787 0.774
H 3.367 5.819 -0.008
H 3.573 7.152 1.925
H 3.921 5.507 2.404
H 1.166 4.769 4.422
H 2.733 4.215 3.639
H 1.321 4.379 2.743
H 3.483 6.673 4.806
H 1.837 6.955 5.071
H 2.566 8.115 4.156
H -0.128 8.019 3.821
C -5.219 -3.258 -1.834
C -4.869 -1.745 -1.914
C -3.427 -1.597 -2.457
C -5.815 -0.969 -2.906
C -7.188 -0.616 -2.332
C -7.031 0.158 -0.994
C -6.076 -0.542 0.029
C -5.768 0.549 1.045
C -6.979 -1.614 0.735
N -4.801 -1.052 -0.557
O -3.987 -1.786 0.401
H -6.019 -3.469 -1.124
H -5.567 -3.690 -2.773
H -4.358 -3.733 -1.366
H -3.359 -2.053 -3.445
H -3.283 -0.520 -2.545
H -2.761 -2.162 -1.804
H -5.268 -0.162 -3.393
H -6.131 -1.598 -3.738
H -7.745 -0.004 -3.042
H -7.809 -1.493 -2.152
H -7.978 0.280 -0.467
H -6.700 1.190 -1.115
H -6.594 0.953 1.630
H -5.230 1.415 0.661
H -5.046 0.113 1.736
H -7.904 -1.167 1.099
H -6.411 -2.066 1.548
H -7.247 -2.424 0.057
H -4.580 -2.478 0.704
C 0.558 -5.893 -1.833
C -0.278 -5.823 -0.563
C -1.455 -4.868 -0.821
C -0.757 -7.275 -0.242
C -1.239 -7.418 1.269
C -0.075 -6.927 2.165
C 0.225 -5.399 1.961
C -0.946 -4.493 2.317
C 1.510 -5.057 2.774
N 0.571 -5.266 0.530
O 0.982 -3.952 0.245
H 1.427 -6.525 -1.655
H 0.038 -6.308 -2.697
H 0.919 -4.925 -2.179
H -2.421 -5.322 -1.043
H -1.623 -4.156 -0.013
H -1.208 -4.197 -1.644
H -1.642 -7.472 -0.846
H -0.063 -8.108 -0.357
H -2.210 -6.982 1.503
H -1.378 -8.473 1.503
H 0.786 -7.550 1.923
H -0.455 -7.161 3.159
H -1.973 -4.799 2.114
H -0.960 -3.439 2.041
H -0.907 -4.508 3.407
H 1.920 -4.078 2.526
H 2.240 -5.859 2.672
H 1.336 -4.976 3.847
H 1.919 -4.111 0.113
C 2.808 -3.170 -6.563
C 1.643 -2.320 -5.971
C 0.450 -2.291 -6.999
C 1.055 -3.035 -4.753
C 0.185 -2.185 -3.772
C 1.006 -1.046 -3.218
C 1.651 -0.171 -4.364
C 0.455 0.721 -4.897
C 2.809 0.654 -3.763
N 2.173 -1.025 -5.484
O 2.743 -0.289 -6.553
H 3.545 -3.227 -5.761
H 2.430 -4.159 -6.824
H 3.350 -2.730 -7.399
H 0.100 -3.301 -7.215
H -0.340 -1.630 -6.643
H 0.853 -1.931 -7.945
H 0.311 -3.722 -5.156
H 1.747 -3.651 -4.178
H -0.651 -1.860 -4.393
H -0.161 -2.775 -2.924
H 1.701 -1.284 -2.413
H 0.246 -0.550 -2.615
H -0.305 0.209 -5.487
H 0.911 1.488 -5.523
H -0.045 1.278 -4.105
H 3.099 1.515 -4.366
H 3.587 -0.084 -3.566
H 2.454 1.034 -2.805
H 1.973 -0.068 -7.082
C 3.650 0.878 2.990
C 3.941 -0.007 1.703
C 3.339 -1.383 2.048
C 3.239 0.566 0.476
C 3.868 1.836 -0.062
C 5.270 1.558 -0.406
C 6.153 0.945 0.757
C 7.429 0.323 0.116
C 6.578 2.021 1.718
N 5.368 -0.206 1.373
O 6.123 -0.752 2.408
H 4.171 1.823 3.139
H 2.580 1.086 2.960
H 3.726 0.263 3.886
H 3.961 -1.860 2.806
H 2.350 -1.314 2.500
H 3.341 -1.986 1.140
H 3.351 -0.135 -0.351
H 2.167 0.564 0.674
H 3.246 2.285 -0.838
H 3.724 2.543 0.755
H 5.727 2.508 -0.685
H 5.256 0.874 -1.254
H 7.136 -0.359 -0.681
H 8.077 -0.192 0.825
H 8.026 1.117 -0.332
H 5.720 2.579 2.092
H 7.206 2.776 1.243
H 6.997 1.683 2.666
H 6.282 -1.666 2.161
C -0.562 -0.787 0.712
C -1.292 0.527 0.725
C -0.409 1.759 0.838
O -2.105 0.588 -0.417
H 0.217 -0.664 -0.041
H -1.090 -1.672 0.357
H -0.056 -0.953 1.663
H -2.008 0.464 1.545
H 0.208 1.876 -0.053
H 0.317 1.737 1.651
H -1.017 2.661 0.911
H -2.903 0.091 -0.219
C -4.447 1.932 4.802
C -2.929 2.048 4.796
C -2.365 2.953 3.764
O -2.640 2.591 6.098
H -5.035 2.797 5.108
H -4.712 1.030 5.354
H -4.762 1.738 3.776
H -2.482 1.064 4.661
H -2.644 3.993 3.933
H -2.853 2.715 2.819
H -1.276 2.961 3.706
H -3.475 2.689 6.562
```

Structure (SMILES): CC1(C)CCCC(C)(C)N1O.CC1(C)CCCC(C)(C)N1O.CC1(C)CCCC(C)(C)N1O.CC1(C)CCCC(C)(C)N1O.CC1(C)CCCC(C)(C)N1O.CC(C)O.CC(C)O
HOMO-LUMO gap (eV): 8.45
Maximum force (eV/A): 3.0

Atomic partial charges in e from the Löwdin method, atoms 1 to 5: atom 1 (C): -0.064, atom 2 (C): -0.448, atom 3 (C): -0.013, atom 4 (C): -0.097, atom 5 (C): -0.187


Electronic energy? In order: -190263.98571 -76461.32235 eV.
Highest occupied orbital energy? In order: -10.01 -8.03 eV.
Energy relative to the best compared isomer or geometry (same formula, charge and spin)? In order: 172.52 72.72 kcal/mol.